The following is a quantum chemistry calculation of a molecular structure, C19H25Br39Cl4O in a non-equilibrium geometry, from OMol25.

Calculated values
M   3527.48 g/mol
HOMO level   -9.8 eV
Frontier orbital gap   0.3485 Eh
Multiplicity   1
Lowest unoccupied orbital energy   -0.367 eV

Last column: Löwdin charge in e.
Positions of all 88 atoms, in Å:
1 C -3.56824 -0.69580 -1.98850  -1.004
2 Cl -3.74772 -0.34139 -0.24769  0.515
3 Cl -4.39776 -2.17268 -2.56379  0.478
4 H -3.98402 0.06663 -2.61476  0.000
5 H -2.48608 -0.94279 -2.14809  -0.021
6 C -6.03084 1.68543 1.25362  -1.103
7 Cl -6.61375 2.03716 -0.38136  0.503
8 Cl -7.26771 1.79264 2.45536  0.541
9 H -5.61600 0.66272 1.29836  -0.020
10 H -5.27848 2.40289 1.46056  -0.049
11 C -0.39929 -4.19813 -0.73493  -1.520
12 Br 0.54306 -4.17715 0.90009  0.576
13 Br 0.48942 -2.99807 -2.06068  0.525
14 Br -2.22932 -3.67913 -0.43364  0.651
15 H -0.24980 -5.17465 -1.14028  -0.029
16 C 3.70048 3.03226 -4.59732  -1.607
17 Br 5.09629 4.08834 -3.79235  0.582
18 Br 2.76839 2.02304 -3.25673  0.535
19 Br 4.40084 1.97422 -6.05586  0.572
20 H 2.93509 3.64865 -5.03916  -0.043
21 C -2.84057 0.48691 6.59389  -1.623
22 Br -3.71550 1.75574 5.42949  0.535
23 Br -4.04930 -0.60382 7.67800  0.564
24 Br -1.81210 1.47554 7.83577  0.598
25 H -2.25298 -0.16931 6.00778  -0.095
26 C 4.32320 1.88956 1.16796  -1.567
27 Br 3.84479 0.36817 0.08192  0.576
28 Br 4.04254 1.55356 3.08082  0.537
29 Br 3.28288 3.38809 0.68481  0.619
30 H 5.36372 2.07987 1.03999  -0.029
31 C 4.69147 -2.88297 -5.01995  -1.645
32 Br 4.45144 -1.37171 -3.86737  0.524
33 Br 6.38094 -3.01966 -5.75946  0.649
34 Br 3.29229 -2.81481 -6.40731  0.562
35 H 4.46550 -3.74283 -4.43866  -0.050
36 C -3.07557 5.38856 2.64499  -1.596
37 Br -3.10616 5.34383 0.71181  0.530
38 Br -4.73227 4.60653 3.30637  0.558
39 Br -2.77481 7.18558 3.39458  0.551
40 H -2.23893 4.67241 2.89428  -0.104
41 C -3.26285 -3.03227 3.01013  -1.537
42 Br -5.22132 -3.31973 2.78501  0.529
43 Br -2.56863 -4.10918 4.39805  0.575
44 Br -3.03124 -1.09239 3.41643  0.503
45 H -2.72919 -3.20817 2.05290  -0.111
46 C 5.87340 -3.26614 -0.50994  -1.617
47 Br 4.05444 -3.37654 -1.08081  0.511
48 Br 6.99675 -4.35237 -1.65680  0.564
49 Br 6.12027 -3.70108 1.36995  0.573
50 H 6.27476 -2.25186 -0.75206  -0.012
51 C 0.14010 1.02979 0.22238  -1.484
52 Br 0.09121 -0.62458 1.26204  0.482
53 Br -1.20767 2.27788 0.90319  0.503
54 Br -0.08641 0.58984 -1.64719  0.593
55 H 1.10059 1.49786 0.35302  -0.106
56 C 2.97966 -3.53040 3.72547  -1.591
57 Br 2.56982 -1.64468 3.97830  0.504
58 Br 1.52923 -4.50860 4.46042  0.592
59 Br 4.63981 -3.87767 4.65053  0.559
60 H 3.11021 -3.65407 2.64370  -0.048
61 C -1.57701 4.32245 -3.61797  -1.573
62 Br -0.14232 4.92348 -2.35397  0.488
63 Br -2.65977 3.09651 -2.66991  0.599
64 Br -0.59903 3.81318 -5.13776  0.645
65 H -2.26583 5.11457 -3.78922  -0.034
66 C 0.70081 -3.15514 7.64088  -1.651
67 Br 2.10493 -4.31637 8.25261  0.551
68 Br 0.61465 -1.64207 8.86954  0.552
69 Br -0.94358 -4.11361 7.49039  0.556
70 H 1.03575 -2.75813 6.66732  -0.074
71 C 0.13514 3.11741 5.20847  -1.592
72 Br 1.57757 3.55917 6.39650  0.578
73 Br 0.23906 1.41188 4.47069  0.570
74 Br 0.25230 4.52229 3.76572  0.543
75 H -0.81052 3.13971 5.79526  -0.067
76 C 0.14560 -0.53109 -6.73088  -0.175
77 C -1.23349 0.11027 -6.72739  -0.171
78 C -1.63299 -0.06026 -5.24881  -0.179
79 O -0.37147 -0.10019 -4.49901  -0.267
80 C 0.73272 0.01389 -5.43084  -0.233
81 H 0.74498 -0.29530 -7.59676  0.111
82 H -0.02037 -1.61023 -6.62002  0.116
83 H -1.90738 -0.44627 -7.41951  0.123
84 H -1.24830 1.14922 -7.07131  0.097
85 H -2.11839 -1.03809 -4.99779  0.127
86 H -2.30630 0.74453 -4.97821  0.083
87 H 1.57260 -0.47738 -5.02502  0.052
88 H 1.00250 1.03650 -5.60026  0.063